Formula: C4H5Li2O2Rb
Source: the OMol25 dataset
Level of theory: wB97M-V/def2-TZVPD

Atoms and positions in Å:
1 O 1.68291 0.19185 -1.01333
2 C 0.78386 -0.83057 -0.73106
3 C -0.61211 -0.81545 -1.22682
4 Rb 2.82890 2.32979 0.96195
5 Li 1.11248 1.99976 -2.87135
6 H -1.05302 -0.07977 -1.92513
7 H 1.28309 -1.81969 -0.77356
8 C -1.19396 -0.32599 0.65462
9 C 0.07754 -0.91222 1.14876
10 O -1.47290 0.97032 0.91892
11 H -2.06183 -0.99314 0.83950
12 H 0.21460 -1.92263 1.56054
13 H 0.42297 -0.34233 2.02545
14 Li -2.01253 2.55008 0.43151

Values from the calculation:
- Lowest unoccupied orbital energy (alpha / beta): -0.82 / -0.80 eV
- Energy above the lowest of the compared OMol25 structures with the same formula, charge and spin: 45.3 kcal per mole



Formula: C4H16O7
Source: the OMol25 dataset
Level of theory: wB97M-V/def2-TZVPD

Atoms and positions in Å:
1 C 5.14306 12.36513 6.16819
2 C 4.84090 13.63692 6.87971
3 O 4.54699 14.80412 5.92774
4 C 4.92437 15.96444 6.42336
5 O 5.60597 16.10367 7.37643
6 O 4.30403 16.92700 5.76716
7 C 4.52818 18.22021 6.31474
8 H 5.10221 11.55302 6.85431
9 H 6.12653 12.37583 5.79120
10 H 4.44180 12.09572 5.38809
11 H 5.67363 13.95551 7.51676
12 H 3.86865 13.57177 7.44988
13 H 4.63490 18.25135 7.40920
14 H 3.88465 18.93910 5.94006
15 H 5.52621 18.51860 6.06888
16 O 6.59479 7.19750 3.95716
17 H 7.51822 7.48934 4.06218
18 H 6.75026 6.25865 3.72370
19 O 4.19907 4.49387 5.21733
20 H 4.23581 5.44191 5.43627
21 H 4.22424 4.12007 6.07022
22 O 6.73305 4.33850 3.33743
23 H 7.41263 3.68783 3.45938
24 H 6.08288 4.13951 4.03074
25 O 5.34836 7.79922 6.37523
26 H 6.20772 8.17523 6.67685
27 H 5.62146 7.49195 5.49881

Values from the calculation:
- SMILES: CCOC(=O)OC.O.O.O.O
- Lowest unoccupied orbital energy: 0.46 eV
- Energy above the lowest of the compared OMol25 structures with the same formula, charge and spin: 6.9 kcal per mole



Formula: C3H4BeLiO3
Source: the OMol25 dataset
Level of theory: wB97M-V/def2-TZVPD

Atoms and positions in Å:
1 H 1.02809 0.98005 2.05957
2 C 0.34273 1.07326 1.19183
3 C 0.02717 -0.32376 0.77468
4 O -0.03196 -0.61740 -0.45007
5 Li 0.84888 0.88760 -1.41784
6 O 0.87047 1.82668 0.16176
7 H -0.59582 1.49753 1.60824
8 H -0.39291 -1.02415 1.51679
9 Be 1.02267 3.05340 0.18192
10 C -0.89140 -2.21648 -0.88985
11 O -0.95682 -2.15679 -2.15744
12 H -1.27109 -2.97994 -2.57958

Values from the calculation:
- Lowest unoccupied orbital energy (alpha / beta): -0.83 / -0.34 eV
- Spin multiplicity: 2
- Energy above the lowest of the compared OMol25 structures with the same formula, charge and spin: 51.3 kcal per mole



Formula: C4H9N
Source: the OMol25 dataset
Level of theory: wB97M-V/def2-TZVPD

Atoms and positions in Å:
1 C 1.04404 -1.82263 0.10501
2 C 0.44934 -0.71330 0.53402
3 C -0.19770 0.24032 -0.38428
4 C 0.47494 1.61952 -0.26714
5 N -1.65780 0.42389 -0.02003
6 H 1.38752 -2.58784 0.77970
7 H 1.19318 -2.03200 -0.96768
8 H 0.37820 -0.54664 1.61784
9 H -0.16614 -0.08253 -1.45901
10 H 0.25731 2.14660 0.68404
11 H 1.59466 1.57489 -0.36862
12 H 0.12622 2.25954 -1.12273
13 H -2.11406 -0.47427 0.10584
14 H -1.67600 0.83153 0.94513

Values from the calculation:
- SMILES: C=C[C@H](C)N
- Lowest unoccupied orbital energy: 1.23 eV
- Energy above the lowest of the compared OMol25 structures with the same formula, charge and spin: 14.9 kcal per mole



Formula: C50H44GeIInN2O5P
Source: the OMol25 dataset
Level of theory: wB97M-V/def2-TZVPD

Atoms and positions in Å:
1 In 0.60695 0.14663 0.61334
2 C -0.98472 1.71091 6.03324
3 O -1.14410 1.94737 4.63961
4 C -0.19882 1.56404 3.76050
5 O -0.39194 1.70204 2.57836
6 N 0.93788 1.02000 4.28684
7 N 1.91079 0.57373 3.38836
8 H -1.90815 2.04510 6.49604
9 H -0.15931 2.29616 6.44770
10 H -0.84276 0.64881 6.24056
11 H 1.16723 1.12574 5.25980
12 H 2.30526 -0.30256 3.70846
13 H 2.65823 1.25123 3.26759
14 I 1.96519 3.89120 -1.63151
15 C 0.81916 3.34824 -3.29924
16 C 0.35376 4.39629 -4.04455
17 C -0.62203 4.19514 -5.04248
18 C -1.17383 2.96142 -5.20492
19 C -0.71517 1.85593 -4.44876
20 C -1.34656 0.59414 -4.58097
21 C -0.90547 -0.47962 -3.87141
22 C 0.25411 -0.36662 -3.07909
23 C 0.89608 0.82953 -2.94858
24 C 0.36806 2.01757 -3.54278
25 H 0.70499 5.39802 -3.83800
26 H -0.96187 5.03746 -5.63053
27 H -1.98019 2.80319 -5.91056
28 H -2.20149 0.51295 -5.24049
29 H -1.41220 -1.43344 -3.93715
30 H 0.66314 -1.22850 -2.57559
31 O -0.55691 -1.72597 -0.43053
32 C -1.25185 -1.72255 0.60867
33 O -0.85022 -1.19707 1.69404
34 C -2.66840 -2.19542 0.54496
35 C -3.02438 -3.51578 0.79083
36 C -4.36264 -3.87248 0.78586
37 C -5.34102 -2.90912 0.55292
38 C -4.97442 -1.59616 0.30712
39 C -3.62967 -1.22842 0.27769
40 P -3.02439 0.48088 -0.03972
41 C -3.74429 0.91162 -1.66075
42 C -3.50248 2.21488 -2.10158
43 C -3.99887 2.65901 -3.31585
44 C -4.71769 1.79228 -4.12962
45 C -4.92987 0.48502 -3.71944
46 C -4.45041 0.04680 -2.49104
47 C -4.11013 1.38515 1.12666
48 C -5.14381 2.23551 0.75572
49 C -5.89551 2.89420 1.72208
50 C -5.62163 2.70709 3.06773
51 C -4.58190 1.86425 3.44477
52 C -3.82691 1.21602 2.48344
53 H -2.25579 -4.24909 1.00052
54 H -4.64751 -4.89784 0.98308
55 H -6.38775 -3.18407 0.56776
56 H -5.73641 -0.84306 0.13918
57 H -2.92233 2.89113 -1.48097
58 H -3.80487 3.67456 -3.63559
59 H -5.10367 2.13344 -5.08216
60 H -5.47599 -0.20161 -4.35450
61 H -4.62209 -0.97761 -2.18871
62 H -5.37762 2.38465 -0.29289
63 H -6.69923 3.55195 1.41635
64 H -6.21045 3.21664 3.81931
65 H -4.35562 1.71681 4.49364
66 H -3.00335 0.57573 2.78207
67 C 4.87873 -2.76124 -3.39764
68 C 3.59987 -3.16759 -3.03756
69 C 3.03398 -2.71207 -1.85609
70 C 3.72760 -1.83804 -1.01788
71 C 5.01320 -1.44773 -1.38705
72 C 5.58670 -1.90567 -2.56760
73 Ge 2.91547 -1.21056 0.63758
74 C 2.67735 -2.79087 1.78549
75 C 1.78599 -2.78322 2.86030
76 C 1.61709 -3.90230 3.66399
77 C 2.33282 -5.06204 3.40061
78 C 3.21101 -5.09562 2.32792
79 C 3.37880 -3.97050 1.53078
80 C 4.22895 -0.03225 1.49383
81 C 5.00260 -0.44370 2.57840
82 C 5.87335 0.43659 3.21226
83 C 5.98818 1.74435 2.76229
84 C 5.23038 2.16793 1.67677
85 C 4.35742 1.28672 1.05317
86 H 5.32252 -3.11637 -4.31910
87 H 3.04395 -3.84209 -3.67701
88 H 2.04005 -3.04971 -1.57864
89 H 5.57891 -0.77786 -0.74870
90 H 6.58758 -1.59197 -2.83757
91 H 1.16552 -1.91610 3.04984
92 H 0.90895 -3.87522 4.48315
93 H 2.19743 -5.93890 4.02138
94 H 3.76647 -5.99921 2.10922
95 H 4.06939 -4.01480 0.69550
96 H 4.92102 -1.46432 2.93907
97 H 6.46563 0.09821 4.05356
98 H 6.66688 2.43089 3.25224
99 H 5.31761 3.18650 1.31874
100 H 3.75070 1.63833 0.22157
101 C 3.23123 0.99621 -3.05591
102 O 2.07214 0.85788 -2.23730
103 H 3.38014 0.08652 -3.64499
104 H 4.07481 1.13442 -2.38227
105 H 3.14745 1.86192 -3.71717

Values from the calculation:
- Lowest unoccupied orbital energy (alpha / beta): 0.21 / -0.42 eV
- Spin multiplicity: 2
- Energy above the lowest of the compared OMol25 structures with the same formula, charge and spin: 5.0 kcal per mole



Formula: C16H25BrCl3NO9P3S2
Source: the OMol25 dataset
Level of theory: wB97M-V/def2-TZVPD

Atoms and positions in Å:
1 C -3.31581 0.08426 -1.48658
2 C -2.12946 -0.39747 -0.86726
3 C -0.72995 0.15286 -1.43170
4 C 0.25678 0.74721 -0.32751
5 Cl 1.70899 1.28477 -1.38909
6 O -0.21727 2.01313 0.17658
7 P 0.16771 2.31155 1.86148
8 Br -1.92214 1.52884 2.55819
9 C -0.75872 4.02446 1.83001
10 S -1.54526 4.42427 0.20634
11 O -2.79641 3.57310 0.02585
12 O -2.04083 5.86998 0.22144
13 P 2.03977 3.35550 1.39522
14 O 2.44210 4.45620 2.40248
15 P 0.58080 2.40180 4.07637
16 O -0.36940 1.14737 4.79055
17 O 0.21562 3.92875 4.73414
18 S 2.44029 1.88899 4.50224
19 O 0.97043 0.75767 2.00822
20 C 0.73003 -0.16225 0.90962
21 O -0.21378 -1.08835 1.50991
22 C 2.03421 -1.10091 0.71744
23 C 2.54277 -1.76992 2.06648
24 O 3.12571 -1.03168 2.90813
25 N 2.44539 -3.18780 2.41341
26 C 2.25197 -3.36640 3.90352
27 C 1.28590 -3.86601 1.76363
28 H -4.33075 -0.37400 -1.26564
29 H -3.19726 0.97520 -2.20019
30 H -2.21270 -1.16837 -0.04255
31 H -0.99204 1.03068 -2.13169
32 H -0.16686 -0.60747 -2.08488
33 H -0.12216 4.87933 2.23073
34 H -1.62473 3.89933 2.57504
35 H -0.67536 4.34193 -0.88004
36 H 3.12948 2.41535 1.26254
37 H 1.92541 4.00445 0.09906
38 H 0.25690 0.53098 5.24643
39 H 1.02039 4.25817 5.20449
40 H -0.36164 -1.86036 0.91506
41 H 1.75277 -1.85461 -0.10498
42 H 2.93183 -0.52144 0.28881
43 H 3.27784 -3.42523 4.38569
44 H 1.73635 -4.36603 4.07267
45 H 1.61244 -2.54366 4.35920
46 H 1.41553 -4.99559 1.95458
47 H 1.25422 -3.75095 0.62989
48 H 0.26821 -3.59855 2.22916
49 Cl -2.25862 -4.82635 -4.66547
50 C -1.73461 -3.28289 -5.23856
51 C -1.28166 -2.28407 -4.37810
52 Cl -1.19405 -2.50982 -2.66804
53 C -0.87938 -1.05422 -4.89554
54 C -0.92587 -0.82259 -6.26568
55 C -1.37270 -1.82103 -7.12401
56 C -1.77671 -3.04845 -6.61082
57 H -0.52802 -0.27131 -4.23298
58 H -0.61326 0.13677 -6.66359
59 H -1.40699 -1.64319 -8.19353
60 H -2.12542 -3.82193 -7.28615

Values from the calculation:
- Total charge: -1
- Lowest unoccupied orbital energy: 1.94 eV